No. 1
# C50H125N5O20

A 10-piece molecular cluster, C50H125N5O20 overall in a non-equilibrium geometry (ωB97M-V/def2-TZVPD, the OMol25 dataset).

Element x y z (Å)
1 C -11.37 -4.50 6.79
2 O -12.63 -5.15 7.02
3 C -12.57 -6.54 6.61
4 C -14.01 -6.97 6.32
5 C -14.92 -7.07 7.56
6 N -14.14 -8.21 5.59
7 H -11.02 -4.53 5.76
8 H -10.61 -4.90 7.46
9 H -11.57 -3.47 7.10
10 H -11.98 -6.60 5.70
11 H -12.13 -7.28 7.28
12 H -14.47 -6.17 5.73
13 H -14.43 -7.81 8.19
14 H -15.95 -7.33 7.32
15 H -14.95 -6.21 8.23
16 H -15.13 -8.16 5.43
17 H -13.70 -8.08 4.69
18 C -18.88 -2.68 10.26
19 O -20.16 -2.54 9.59
20 C -20.21 -3.22 8.32
21 C -21.35 -2.80 7.42
22 C -21.46 -3.72 6.13
23 N -21.16 -1.37 7.08
24 H -18.79 -3.74 10.49
25 H -18.91 -2.07 11.16
26 H -18.09 -2.39 9.56
27 H -19.27 -3.01 7.81
28 H -20.18 -4.30 8.44
29 H -22.26 -2.93 8.01
30 H -20.89 -3.33 5.29
31 H -22.48 -3.73 5.76
32 H -21.09 -4.74 6.22
33 H -21.01 -0.81 7.90
34 H -20.29 -1.19 6.60
35 C -16.26 -14.84 7.44
36 O -16.15 -13.46 7.14
37 C -14.84 -12.87 7.12
38 C -14.96 -11.40 6.69
39 C -15.37 -11.24 5.24
40 N -13.69 -10.65 6.77
41 H -15.91 -15.05 8.45
42 H -15.74 -15.45 6.70
43 H -17.31 -15.09 7.26
44 H -14.45 -13.02 8.12
45 H -14.14 -13.37 6.45
46 H -15.67 -11.03 7.42
47 H -16.21 -11.89 5.01
48 H -14.57 -11.53 4.57
49 H -15.63 -10.20 5.05
50 H -13.75 -9.80 6.22
51 H -13.00 -11.19 6.28
52 C -16.70 3.45 7.38
53 O -17.16 2.11 7.07
54 C -17.02 1.65 5.77
55 C -18.07 0.54 5.47
56 C -19.44 1.08 5.25
57 N -18.12 -0.40 6.53
58 H -15.65 3.65 7.19
59 H -17.04 3.62 8.40
60 H -17.22 4.20 6.77
61 H -16.93 2.40 4.98
62 H -15.99 1.30 5.80
63 H -17.77 0.02 4.57
64 H -19.64 1.82 6.03
65 H -20.21 0.32 5.35
66 H -19.49 1.47 4.23
67 H -17.87 0.11 7.36
68 H -17.27 -0.95 6.50
69 C -12.85 -4.36 -1.60
70 O -13.42 -5.65 -1.82
71 C -13.42 -6.42 -0.60
72 C -14.37 -7.69 -0.70
73 C -15.77 -7.32 -1.41
74 N -14.84 -8.09 0.57
75 H -11.79 -4.53 -1.43
76 H -13.29 -3.85 -0.74
77 H -12.93 -3.81 -2.53
78 H -12.46 -6.88 -0.35
79 H -13.72 -5.80 0.24
80 H -13.84 -8.53 -1.16
81 H -16.41 -8.17 -1.64
82 H -15.68 -6.84 -2.38
83 H -16.34 -6.59 -0.84
84 H -14.89 -9.10 0.58
85 H -14.17 -7.93 1.30
86 C -20.49 -9.29 6.77
87 O -21.13 -8.25 6.06
88 C -21.67 -8.65 4.81
89 C -22.01 -7.35 4.08
90 O -22.80 -7.51 2.88
91 C -22.32 -8.44 1.92
92 C -22.71 -8.04 0.49
93 O -22.09 -6.76 0.12
94 C -20.71 -6.88 -0.13
95 H -19.67 -9.76 6.23
96 H -21.19 -10.08 7.01
97 H -20.15 -8.97 7.76
98 H -22.63 -9.14 5.00
99 H -21.03 -9.30 4.21
100 H -21.13 -6.71 3.99
101 H -22.72 -6.78 4.68
102 H -22.65 -9.46 2.10
103 H -21.24 -8.59 1.99
104 H -23.77 -7.92 0.26
105 H -22.50 -8.80 -0.27
106 H -20.10 -7.16 0.72
107 H -20.42 -5.90 -0.53
108 H -20.46 -7.52 -0.98
109 C -14.05 -5.09 3.21
110 O -13.61 -6.48 3.20
111 C -12.23 -6.48 2.90
112 C -11.76 -8.00 2.95
113 O -12.58 -8.77 2.15
114 C -12.21 -10.16 2.07
115 C -12.92 -10.97 0.97
116 O -14.34 -10.83 1.21
117 C -15.14 -11.48 0.17
118 H -13.94 -4.65 2.22
119 H -13.39 -4.53 3.88
120 H -15.02 -4.93 3.67
121 H -11.63 -5.81 3.51
122 H -12.20 -6.22 1.84
123 H -11.91 -8.43 3.93
124 H -10.72 -8.04 2.61
125 H -12.37 -10.68 3.01
126 H -11.15 -10.25 1.80
127 H -12.57 -12.00 1.08
128 H -12.74 -10.59 -0.03
129 H -16.16 -11.16 0.38
130 H -15.21 -12.56 0.21
131 H -14.79 -11.27 -0.84
132 C -18.25 -10.06 2.82
133 O -18.06 -9.01 1.83
134 C -17.99 -7.65 2.36
135 C -16.87 -7.29 3.37
136 O -17.02 -8.01 4.59
137 C -18.02 -7.50 5.51
138 C -17.69 -6.07 5.85
139 O -18.27 -5.27 4.92
140 C -17.92 -3.90 5.04
141 H -18.96 -9.70 3.56
142 H -17.26 -10.18 3.28
143 H -18.71 -10.98 2.46
144 H -18.99 -7.42 2.73
145 H -17.88 -6.91 1.57
146 H -16.72 -6.21 3.49
147 H -15.88 -7.44 2.95
148 H -18.03 -8.02 6.46
149 H -19.01 -7.66 5.09
150 H -16.62 -5.87 5.92
151 H -18.12 -5.81 6.82
152 H -16.85 -3.72 4.99
153 H -18.28 -3.38 5.93
154 H -18.38 -3.34 4.22
155 C -19.28 -0.58 1.77
156 O -17.95 -0.37 2.15
157 C -16.97 -1.26 1.64
158 C -15.54 -1.00 2.25
159 O -15.55 -1.70 3.43
160 C -14.55 -1.25 4.39
161 C -14.53 -2.36 5.46
162 O -15.48 -2.15 6.55
163 C -15.20 -2.90 7.72
164 H -19.35 -0.56 0.68
165 H -20.04 0.13 2.08
166 H -19.68 -1.52 2.13
167 H -17.09 -1.13 0.57
168 H -17.19 -2.32 1.80
169 H -15.33 0.06 2.35
170 H -14.83 -1.41 1.53
171 H -14.88 -0.29 4.78
172 H -13.57 -1.16 3.91
173 H -13.52 -2.40 5.86
174 H -14.68 -3.36 5.05
175 H -16.08 -2.82 8.37
176 H -14.40 -2.53 8.36
177 H -15.10 -3.97 7.56
178 C -13.81 -17.81 3.00
179 O -14.11 -18.69 4.08
180 C -14.91 -18.25 5.15
181 C -16.32 -17.72 4.73
182 O -16.10 -16.43 4.29
183 C -17.28 -15.86 3.62
184 C -16.97 -14.50 2.98
185 O -16.57 -14.44 1.66
186 C -17.57 -14.27 0.70
187 H -13.97 -16.76 3.25
188 H -14.48 -18.01 2.16
189 H -12.82 -18.18 2.71
190 H -14.32 -17.45 5.60
191 H -14.99 -19.04 5.90
192 H -16.86 -17.56 5.67
193 H -16.72 -18.38 3.97
194 H -18.12 -15.91 4.31
195 H -17.48 -16.56 2.80
196 H -16.14 -14.11 3.57
197 H -17.82 -13.83 3.09
198 H -17.03 -14.10 -0.23
199 H -18.01 -13.29 0.88
200 H -18.30 -15.08 0.74

As for the charge: 0. The value obtained for the frontier orbital gap is 8.6 eV. Its structure (SMILES) is COC[C@H](C)N.COC[C@H](C)N.COC[C@H](C)N.COC[C@H](C)N.COC[C@H](C)N.COCCOCCOC.COCCOCCOC.COCCOCCOC.COCCOCCOC.COCCOCCOC. The value obtained for the energy relative to the best compared isomer or geometry (same formula, charge and spin) is 72.6 kcal/mol.

No. 2
# C50H125N7O18

A 9-piece molecular cluster, C50H125N7O18 overall in a non-equilibrium geometry (ωB97M-V/def2-TZVPD, the OMol25 dataset).

Element x y z (Å)
1 C -0.02 3.82 -1.18
2 O 0.02 4.12 0.19
3 C -1.34 4.02 0.69
4 C -1.38 4.47 2.14
5 N -0.79 5.83 2.20
6 C -0.68 6.36 3.56
7 C -1.91 7.06 4.00
8 O -2.89 6.08 4.38
9 C -4.13 6.70 4.72
10 H -0.77 4.43 -1.69
11 H -0.30 2.80 -1.38
12 H 0.98 3.93 -1.62
13 H -1.76 3.03 0.53
14 H -1.97 4.69 0.11
15 H -0.71 3.79 2.74
16 H -2.42 4.52 2.47
17 H 0.05 5.87 1.60
18 H 0.23 6.99 3.57
19 H -0.48 5.57 4.27
20 H -2.28 7.72 3.20
21 H -1.65 7.69 4.86
22 H -4.03 7.45 5.51
23 H -4.82 5.91 4.99
24 H -4.57 7.23 3.87
25 C -3.41 1.97 -2.04
26 O -2.41 2.77 -2.67
27 C -1.94 2.28 -3.91
28 C -2.96 2.50 -5.04
29 N -2.46 2.18 -6.37
30 C -3.49 2.07 -7.37
31 C -2.98 1.98 -8.82
32 O -2.18 0.86 -8.95
33 C -2.10 0.31 -10.26
34 H -3.27 0.89 -2.24
35 H -4.39 2.32 -2.31
36 H -3.32 2.08 -0.97
37 H -1.67 1.21 -3.84
38 H -0.99 2.86 -4.05
39 H -3.31 3.52 -5.07
40 H -3.76 1.80 -4.76
41 H -2.00 1.24 -6.34
42 H -4.08 2.98 -7.34
43 H -4.14 1.15 -7.17
44 H -2.30 2.85 -8.96
45 H -3.81 2.04 -9.56
46 H -3.12 0.17 -10.61
47 H -1.62 -0.64 -10.13
48 H -1.52 0.92 -10.94
49 C 1.03 -5.78 1.48
50 O 0.61 -4.74 0.53
51 C -0.64 -5.04 -0.08
52 C -0.61 -4.54 -1.56
53 N 0.50 -5.23 -2.25
54 C 0.75 -4.60 -3.58
55 C 1.83 -3.58 -3.49
56 O 2.98 -4.22 -3.03
57 C 4.01 -3.30 -2.86
58 H 0.17 -6.19 2.04
59 H 1.79 -5.33 2.10
60 H 1.43 -6.63 0.92
61 H -1.41 -4.48 0.45
62 H -0.80 -6.11 -0.11
63 H -0.41 -3.45 -1.47
64 H -1.55 -4.72 -2.06
65 H 1.35 -5.05 -1.66
66 H -0.17 -4.14 -3.96
67 H 0.98 -5.35 -4.34
68 H 1.55 -2.80 -2.78
69 H 1.99 -3.02 -4.43
70 H 4.92 -3.83 -2.49
71 H 3.80 -2.54 -2.09
72 H 4.28 -2.79 -3.79
73 C 3.75 8.03 6.63
74 O 3.92 7.12 5.59
75 C 2.97 7.09 4.55
76 C 3.60 6.03 3.57
77 N 2.93 6.04 2.28
78 C 3.43 5.07 1.33
79 C 3.12 3.63 1.76
80 O 4.07 3.10 2.60
81 C 3.65 1.83 3.02
82 H 4.42 8.87 6.51
83 H 4.04 7.47 7.49
84 H 2.68 8.27 6.78
85 H 2.89 8.09 4.07
86 H 1.99 6.69 4.91
87 H 3.36 5.08 4.11
88 H 4.72 6.16 3.52
89 H 3.05 6.96 1.87
90 H 4.50 5.22 1.08
91 H 2.83 5.26 0.44
92 H 2.99 3.05 0.86
93 H 2.13 3.67 2.27
94 H 3.76 1.14 2.19
95 H 2.60 1.92 3.31
96 H 4.25 1.55 3.90
97 C 1.99 0.66 -4.00
98 O 1.21 -0.26 -4.78
99 C 0.86 0.25 -6.01
100 C -0.15 -0.66 -6.70
101 N -1.38 -0.80 -5.91
102 C -2.32 -1.80 -6.48
103 C -3.64 -1.82 -5.73
104 O -3.49 -1.92 -4.35
105 C -3.45 -3.28 -3.86
106 H 1.42 1.53 -3.70
107 H 2.78 1.10 -4.65
108 H 2.49 0.13 -3.17
109 H 1.71 0.34 -6.72
110 H 0.44 1.26 -5.91
111 H 0.31 -1.70 -6.92
112 H -0.46 -0.22 -7.67
113 H -1.16 -0.97 -4.92
114 H -1.97 -2.87 -6.53
115 H -2.51 -1.47 -7.51
116 H -4.32 -2.59 -6.16
117 H -4.17 -0.87 -5.86
118 H -3.25 -3.24 -2.80
119 H -2.78 -3.94 -4.40
120 H -4.40 -3.80 -3.94
121 C -3.20 0.82 3.22
122 O -3.74 0.75 1.94
123 C -4.80 -0.09 1.70
124 C -4.84 -0.19 0.17
125 N -5.95 -1.02 -0.30
126 C -6.08 -1.16 -1.76
127 C -7.23 -2.15 -2.14
128 O -6.94 -3.44 -1.69
129 C -7.93 -4.43 -2.01
130 H -4.03 1.07 3.90
131 H -2.37 1.50 3.37
132 H -2.77 -0.17 3.49
133 H -5.69 0.34 2.17
134 H -4.79 -1.14 2.03
135 H -3.87 -0.58 -0.10
136 H -5.01 0.78 -0.25
137 H -5.91 -1.98 0.06
138 H -5.20 -1.47 -2.30
139 H -6.45 -0.23 -2.20
140 H -7.31 -2.08 -3.20
141 H -8.16 -1.73 -1.73
142 H -8.87 -4.19 -1.48
143 H -7.60 -5.46 -1.88
144 H -8.19 -4.27 -3.09
145 C 5.68 -4.42 7.90
146 O 5.36 -3.46 6.96
147 C 6.44 -2.55 6.78
148 C 5.94 -1.57 5.71
149 N 5.81 -2.17 4.45
150 C 5.05 -1.35 3.49
151 C 5.01 -2.08 2.17
152 O 4.22 -3.28 2.29
153 C 4.45 -4.15 1.21
154 H 5.93 -3.84 8.79
155 H 6.54 -5.03 7.57
156 H 4.87 -5.05 8.11
157 H 7.39 -3.05 6.46
158 H 6.63 -2.05 7.74
159 H 6.64 -0.75 5.66
160 H 4.99 -1.19 6.13
161 H 5.36 -3.07 4.60
162 H 5.58 -0.40 3.30
163 H 4.05 -1.10 3.94
164 H 6.04 -2.40 1.92
165 H 4.64 -1.46 1.35
166 H 5.55 -4.19 0.98
167 H 3.92 -3.79 0.30
168 H 4.06 -5.15 1.44
169 C -0.66 -2.83 3.39
170 O 0.00 -3.04 4.61
171 C 1.40 -2.93 4.52
172 C 2.09 -3.33 5.80
173 O 2.09 -4.73 6.04
174 C 3.05 -5.49 5.32
175 H -0.41 -3.60 2.60
176 H -0.44 -1.82 3.01
177 H -1.74 -2.95 3.56
178 H 1.67 -1.88 4.33
179 H 1.66 -3.53 3.62
180 H 1.58 -2.86 6.65
181 H 3.13 -2.96 5.82
182 H 4.06 -5.10 5.56
183 H 2.87 -5.39 4.24
184 H 2.88 -6.53 5.61
185 C 1.91 -1.44 0.57
186 O 1.43 -0.34 1.30
187 C 0.65 0.50 0.49
188 C -0.77 0.11 0.29
189 O -1.07 -1.07 -0.41
190 C -0.77 -0.98 -1.78
191 H 2.77 -1.14 -0.04
192 H 1.14 -1.88 -0.07
193 H 2.21 -2.29 1.22
194 H 1.14 0.68 -0.47
195 H 0.61 1.47 1.04
196 H -1.21 0.96 -0.23
197 H -1.29 0.11 1.22
198 H 0.28 -1.11 -2.00
199 H -1.20 -0.05 -2.17
200 H -1.26 -1.81 -2.24

As for the charge: 0. The value obtained for the frontier orbital gap is 8.8 eV. Its structure (SMILES) is COCCNCCOC.COCCNCCOC.COCCNCCOC.COCCNCCOC.COCCNCCOC.COCCNCCOC.COCCNCCOC.COCCOC.COCCOC. The value obtained for the energy relative to the best compared isomer or geometry (same formula, charge and spin) is 0.0 kcal/mol.